1.
Formula: C4H7NO2
Source: the OMol25 dataset
Level of theory: wB97M-V/def2-TZVPD

Properties
- relative energy (zero: lowest compared OMol25 entry of this formula, charge and spin) (kcal per mole) = 79.5
- E_HOMO (eV) = -9.9

Last column: Löwdin charge in e.
Positions of all 14 atoms, in Å:
C  -1.9132  -0.9397  -0.2829  -0.0182
C  1.0860  0.6165  0.4024  -0.4267
C  -0.8609  0.9240  0.4036  -0.3439
C  1.6515  -0.4311  -0.5847  0.0174
N  -1.7908  0.2851  -0.3805  0.0858
O  0.1480  0.1753  1.3465  -0.0234
O  0.2134  1.5156  -0.2675  0.0072
H  -2.6673  -1.4836  -0.8589  0.0784
H  -1.4627  -1.5744  0.5471  0.1154
H  1.8391  1.2643  0.7947  0.1382
H  -1.3458  1.5494  1.0904  0.1389
H  1.8362  -1.2595  0.1507  0.1101
H  2.4425  -0.0417  -1.0538  0.0269
H  0.8240  -0.6000  -1.3074  0.0938

=====

2.
Formula: C3H2ClN
Source: the OMol25 dataset
Level of theory: wB97M-V/def2-TZVPD

Properties
- relative energy (zero: lowest compared OMol25 entry of this formula, charge and spin) (kcal per mole) = 58.4
- 2S+1 = 3
- E_HOMO (spin up / spin down) (eV) = -8.8 / -10.2

Last column: Mulliken spin population.
Positions of all 7 atoms, in Å:
C  -1.2400  -1.4921  0.4900  0.8805
C  0.6705  1.0171  0.2344  -0.0515
C  0.0176  0.3673  -0.7434  0.8500
N  -1.6886  -2.2349  1.2559  0.0887
Cl  0.0810  0.0029  -2.3878  0.1476
H  1.5876  1.6726  -0.1437  0.0675
H  0.5719  0.6670  1.2946  0.0173

=====

3.
Formula: C20H25N5O2PdS3
Source: the OMol25 dataset
Level of theory: wB97M-V/def2-TZVPD

Properties
- charge = +2
- 2S+1 = 5
- E_HOMO (spin up / spin down) (eV) = -14.6 / -14.7

Last column: Mulliken spin population.
Positions of all 56 atoms, in Å:
Pd  0.0867  0.3196  0.5865  1.3462
C  -3.4978  -1.2243  -2.5567  0.0069
N  -2.0516  -1.2882  -2.7499  0.0115
C  -1.3912  -2.1882  -3.5579  0.0096
C  -0.0737  -1.9095  -3.4837  0.0127
N  0.0639  -0.8217  -2.6329  0.0250
C  -1.1646  -0.4562  -2.1844  -0.0165
S  -1.5643  0.8304  -1.1295  0.3422
C  1.3017  -0.1675  -2.3849  -0.0245
C  2.1726  0.0017  -3.4491  0.0067
C  3.4178  0.5564  -3.1986  -0.0027
C  3.7308  0.9339  -1.9027  0.0068
C  2.7802  0.7634  -0.9148  -0.0070
N  1.5818  0.2120  -1.1391  0.1081
H  -3.9588  -1.9625  -3.2056  0.0011
H  -3.8591  -0.2333  -2.8198  -0.0053
H  -3.7386  -1.4394  -1.5181  -0.0006
H  -1.9194  -2.9445  -4.1111  0.0015
H  0.7758  -2.3874  -3.9364  0.0015
H  1.8713  -0.2793  -4.4479  0.0008
H  4.1228  0.6996  -4.0057  0.0002
H  4.6892  1.3659  -1.6546  -0.0001
H  2.9737  1.0841  0.1001  0.0000
S  -0.3240  -0.2682  3.0677  0.6106
C  -1.6416  0.7293  3.3776  -0.0013
S  -2.1934  1.4695  1.9760  0.7666
C  -2.2533  0.8711  4.6646  0.2609
C  -3.3553  1.7325  4.8035  -0.0456
N  -4.2441  2.4665  4.8493  0.2490
C  -1.7301  0.1553  5.7550  -0.0393
N  -1.2974  -0.4698  6.6226  0.2508
C  -2.1379  -2.4695  0.5535  0.0047
C  -0.7757  -2.9073  0.0674  -0.0054
O  0.2191  -2.0328  0.6205  0.0395
C  1.5624  -2.5468  0.5450  -0.0081
C  2.4007  -1.8968  1.6198  0.0264
H  -2.9071  -3.0969  0.1020  0.0000
H  -2.3429  -1.4262  0.2978  -0.0048
H  -2.2119  -2.5816  1.6347  0.0009
H  -0.6983  -2.9004  -1.0267  -0.0021
H  -0.5642  -3.9232  0.4092  0.0003
H  1.9665  -2.3624  -0.4553  0.0002
H  1.5210  -3.6267  0.6975  0.0015
H  2.3973  -0.8055  1.5372  -0.0157
H  3.4363  -2.2248  1.5354  0.0011
H  2.0413  -2.1658  2.6124  -0.0002
C  -0.3721  4.0643  0.2948  0.0067
C  0.7806  3.4728  1.0291  -0.0179
C  1.6682  4.3872  1.7983  0.0109
O  1.0397  2.2655  1.0090  0.0916
H  -0.0421  4.9449  -0.2577  -0.0004
H  -1.1128  4.4173  1.0163  -0.0052
H  -0.8215  3.3457  -0.3831  -0.0005
H  1.0667  5.0330  2.4406  0.0012
H  2.1820  5.0508  1.0980  -0.0013
H  2.3954  3.8338  2.3848  0.0007

=====

4.
Formula: C3H8N4O2
Source: the OMol25 dataset
Level of theory: wB97M-V/def2-TZVPD

Properties
- relative energy (zero: lowest compared OMol25 entry of this formula, charge and spin) (kcal per mole) = 97.7
- E_HOMO (eV) = -9.2

Last column: Löwdin charge in e.
Positions of all 17 atoms, in Å:
C  0.8501  -1.3907  0.2502  -0.0441
N  0.9967  0.0493  0.2524  -0.1860
N  -1.3814  0.4457  0.1399  -0.1010
C  -1.8773  -0.4109  -1.5706  -0.0302
C  0.0009  0.9355  0.0267  -0.4468
N  2.3195  0.5064  0.0709  0.0610
O  -1.7369  -0.4793  1.1246  -0.0390
N  0.2766  2.1429  -0.2467  0.1346
O  -2.2706  -1.4583  -1.2425  -0.0256
H  -2.0786  -1.2639  0.6285  0.0838
H  -2.0160  1.2415  0.1818  0.1435
H  2.5539  1.1434  0.8275  0.0877
H  2.3608  1.0535  -0.7887  0.0818
H  -0.5117  2.7501  -0.4258  0.0452
H  0.3393  -1.7150  1.1562  0.0784
H  0.3162  -1.7505  -0.6293  0.0705
H  1.8583  -1.7997  0.2449  0.0863

=====

5.
Formula: CH5N2S2
Source: the OMol25 dataset
Level of theory: wB97M-V/def2-TZVPD

Properties
- charge = +1
- relative energy (zero: lowest compared OMol25 entry of this formula, charge and spin) (kcal per mole) = 38.9
- E_HOMO (eV) = -13.7

Last column: Löwdin charge in e.
Positions of all 10 atoms, in Å:
C  -0.2261  1.6397  0.1653  -1.2252
N  0.3404  -1.5910  -0.2088  0.1454
N  -0.8547  0.5659  0.0423  0.0374
S  -0.2211  3.2831  0.4704  0.8051
S  1.5300  1.8687  0.2057  0.6867
H  0.7905  -1.7885  -1.0924  0.1064
H  -0.2596  -0.4737  -0.2796  0.0179
H  -1.9437  0.4104  0.1348  0.1965
H  -0.2313  -2.4345  0.1313  0.1595
H  1.0757  -1.4801  0.4311  0.0701

=====

What total energy values result from the calculations? In sequence: -361.75413; -630.18489; -2523.17636; -488.48610; -946.68875 a.u..